# 1
DFT (wB97M-V/def2-TZVPD) results for C3H3FHgO2 as an isolated structure in a non-equilibrium geometry.

The geometry in XYZ format:
```
10
Properties=species:S:1:pos:R:3:mulliken_charge:R:1
H -0.802 0.382 -1.416 0.47
F 1.735 -0.026 1.274 -0.15
O 0.005 1.290 0.548 -0.22
O -0.830 -0.757 0.419 -0.33
C 1.122 0.445 0.177 0.07
C 0.213 -0.539 -0.564 -0.13
C -0.934 0.547 -0.071 0.17
H 1.826 1.003 -0.449 0.39
H 0.489 -1.460 -1.070 0.49
Hg -2.823 -0.884 1.151 1.23
```

Values from the calculation:
HOMO-LUMO gap (spin up / spin down)   5.43 / 7.76 eV
Energy relative to the best compared isomer or geometry (same formula, charge and spin)   351.2 kJ/mol
HOMO (spin up / spin down)   -20.10 / -21.61 eV
Charge   +2

# 2
DFT (wB97M-V/def2-TZVPD) results for a 2-piece molecular cluster, C3H3FI2 overall in a non-equilibrium geometry.

The geometry in XYZ format:
```
9
Properties=species:S:1:pos:R:3:mulliken_charge:R:1
C -0.993 -0.465 -1.263 -0.89
C 1.474 1.196 1.716 -0.61
C 0.380 0.930 1.083 0.31
F -0.868 1.294 1.316 -0.17
I 1.565 2.479 3.487 0.04
I 0.208 -0.021 -2.847 0.14
H -0.783 -1.340 -0.687 0.39
H -1.703 0.271 -0.951 0.40
H 2.445 0.842 1.434 0.40
```

Values from the calculation:
HOMO-LUMO gap (spin up / spin down)   9.07 / 6.61 eV
Energy relative to the best compared isomer or geometry (same formula, charge and spin)   327.7 kJ/mol
HOMO (spin up / spin down)   -9.57 / -8.40 eV
Charge   0

# 3
DFT (wB97M-V/def2-TZVPD) results for C3H3FLiO2 as an isolated structure in a non-equilibrium geometry.

The geometry in XYZ format:
```
10
Properties=species:S:1:pos:R:3:mulliken_charge:R:1
H -1.727 -0.998 3.606 0.36
O 1.016 0.005 1.721 -0.81
C -0.896 -0.575 3.074 -0.42
C 0.180 -0.139 2.644 -0.09
Li 1.603 0.372 0.088 0.94
C -0.482 0.109 -2.144 0.08
O 0.697 0.606 -1.695 -0.46
F -0.522 0.012 -3.482 -0.21
H -0.807 -0.805 -1.639 0.26
H 0.939 1.412 -2.174 0.34
```

Values from the calculation:
Spin multiplicity   2
HOMO-LUMO gap (spin up / spin down)   6.26 / 6.17 eV
Energy relative to the best compared isomer or geometry (same formula, charge and spin)   268.4 kJ/mol
HOMO (spin up / spin down)   -7.00 / -7.00 eV
Charge   0

# 4
DFT (wB97M-V/def2-TZVPD) results for C3H3FLuO2 as an isolated structure in a non-equilibrium geometry.

The geometry in XYZ format:
```
10
Properties=species:S:1:pos:R:3:mulliken_charge:R:1
H 0.444 -2.017 0.684 0.35
F -2.463 -0.229 1.794 -0.27
O -0.294 1.066 0.046 -0.37
O 1.281 -0.317 -0.604 -0.38
C -0.124 0.080 1.024 0.18
C 0.558 -0.956 0.424 -0.30
C 0.242 0.488 -1.133 -0.03
H -0.048 0.426 2.051 0.32
H -0.452 -0.583 -1.294 0.42
Lu 0.856 2.042 -2.992 1.08
```

Values from the calculation:
HOMO-LUMO gap (spin up / spin down)   4.88 / 6.32 eV
HOMO (spin up / spin down)   -12.52 / -12.09 eV
Charge   +1

# 5
DFT (wB97M-V/def2-TZVPD) results for a 2-piece molecular cluster, C3H3FO overall in a non-equilibrium geometry.

The geometry in XYZ format:
```
8
Properties=species:S:1:pos:R:3:mulliken_charge:R:1
C -0.803 -0.181 0.509 -0.47
C 2.705 0.525 0.180 0.17
C -0.126 0.932 0.411 0.08
O 2.983 -0.615 0.084 -0.30
F -0.690 2.039 -0.130 -0.22
H -1.823 -0.147 0.130 0.27
H -0.258 -1.140 0.651 0.22
H 3.170 1.618 0.312 0.26
```

Values from the calculation:
HOMO-LUMO gap (spin up / spin down)   9.70 / 7.63 eV
Energy relative to the best compared isomer or geometry (same formula, charge and spin)   428.0 kJ/mol
HOMO (spin up / spin down)   -9.69 / -8.33 eV
Charge   0

# 6
DFT (wB97M-V/def2-TZVPD) results for C3H3FO as an isolated structure in a non-equilibrium geometry.

The geometry in XYZ format:
```
8
Properties=species:S:1:pos:R:3:mulliken_charge:R:1
C 0.328 0.651 -0.235 -0.36
C 0.790 -0.592 -0.711 0.00
C 0.051 -0.086 1.013 0.17
O 0.698 -1.281 0.587 -0.28
F -2.126 1.105 -0.127 -0.55
H -0.086 1.534 -0.774 0.34
H 1.011 -1.229 -1.639 0.32
H -0.666 -0.101 1.885 0.35
```

Values from the calculation:
HOMO-LUMO gap (spin up / spin down)   5.86 / 8.47 eV
Energy relative to the best compared isomer or geometry (same formula, charge and spin)   534.0 kJ/mol
HOMO (spin up / spin down)   -8.75 / -10.41 eV
Charge   0

Question: charge of number 2 (C3H3FI2)?
Answer: 0

Please write out number 5 again, unchanged.
DFT (wB97M-V/def2-TZVPD) results for a 2-piece molecular cluster, C3H3FO overall in a non-equilibrium geometry.

The geometry in XYZ format:
```
8
Properties=species:S:1:pos:R:3:mulliken_charge:R:1
C -0.803 -0.181 0.509 -0.47
C 2.705 0.525 0.180 0.17
C -0.126 0.932 0.411 0.08
O 2.983 -0.615 0.084 -0.30
F -0.690 2.039 -0.130 -0.22
H -1.823 -0.147 0.130 0.27
H -0.258 -1.140 0.651 0.22
H 3.170 1.618 0.312 0.26
```

Values from the calculation:
HOMO-LUMO gap (spin up / spin down)   9.70 / 7.63 eV
Energy relative to the best compared isomer or geometry (same formula, charge and spin)   428.0 kJ/mol
HOMO (spin up / spin down)   -9.69 / -8.33 eV
Charge   0

Question: Number 2 is which compound?
Answer: C3H3FI2